Computed, not measured: a cluster of 3 separate species, C23H29F3O7S2 in total, with ωB97M-V with the def2-TZVPD basis set.

ORCA input file:
```
! wB97M-V def2-TZVPD RIJCOSX def2/J DEFGRID3
* xyz 0 1
C 0.39589 -6.36958 2.55064
C 0.06755 -4.99709 1.99451
O 1.19901 -4.36518 1.39762
C 2.09921 -3.83563 2.26643
C 3.31988 -4.47707 2.43556
C 4.27900 -3.94698 3.28204
C 4.03422 -2.77595 3.97738
C 2.81238 -2.14094 3.82282
C 1.84087 -2.65415 2.96160
C 0.58401 -1.87300 2.82127
O -0.12082 -1.88080 1.83552
C 0.22822 -1.01489 3.98196
C 1.12978 -0.51947 4.83582
C 0.69269 0.33244 6.00967
C 1.62732 1.43975 6.50047
C 1.46341 2.73026 5.74135
F 1.96680 2.66709 4.48979
F 2.08244 3.74460 6.36884
F 0.16269 3.08581 5.60510
C 2.56503 -0.87084 4.57016
O 3.49284 -0.17943 4.92871
H -0.52865 -6.88940 2.80242
H 0.96024 -6.96080 1.83201
H 0.97801 -6.28378 3.46958
H -0.34106 -4.36685 2.79151
H -0.68979 -5.04884 1.21531
H 3.50045 -5.38793 1.88199
H 5.22410 -4.46156 3.39154
H 4.78312 -2.35966 4.63482
H -0.82228 -0.76140 4.07361
H 0.45192 -0.33365 6.83976
H -0.25240 0.79505 5.72325
H 2.67341 1.16456 6.45359
H 1.39512 1.67596 7.54001
C -0.58485 0.38771 -0.50350
C -0.61183 1.86624 -0.09056
C -0.06311 2.68255 -1.26766
S -0.44390 1.73207 -2.74729
O 0.78779 1.31254 -3.36479
O -1.44236 2.42053 -3.53233
C -1.18185 0.33677 -1.90575
H -1.13982 -0.23971 0.18964
H 0.44382 0.02303 -0.52480
H -1.63966 2.16815 0.12022
H -0.02662 2.04416 0.81054
H -0.52433 3.66191 -1.36437
H 1.01939 2.78541 -1.22838
H -0.94700 -0.56825 -2.46074
H -2.25924 0.50019 -1.89172
C -2.35304 2.73590 -6.58302
C -1.88777 3.78922 -7.59904
C -2.58304 3.48740 -8.93286
S -4.13722 2.68371 -8.50865
O -4.10858 1.33049 -9.00592
O -5.24330 3.55004 -8.83151
C -3.86774 2.65548 -6.73972
H -2.07277 2.99351 -5.56635
H -1.90349 1.76870 -6.81847
H -2.17600 4.78304 -7.25042
H -0.80509 3.78416 -7.71535
H -2.81066 4.37804 -9.51274
H -2.01791 2.78401 -9.54098
H -4.31234 1.74908 -6.33604
H -4.36209 3.53325 -6.32413
*
```

Computed properties:
- LUMO: -1.43 eV
- Orbital gap: 8.368 eV